(1)
70
Properties=species:S:1:pos:R:3:forces:R:3 method="wB97M-V/def2-TZVPD" e_tot_ha=-3806.60925 e_homo_ev="-16.24 / -16.21" multiplicity=2 charge=+3 lumo_energy_ev="-7.1 / -9.7" orbital_gap_ha="0.33537 / 0.23839"
Cu 1.242 0.239 0.620 0.0 -0.2 -0.3
C 5.142 1.578 -0.588 0.0 0.0 0.0
C 3.669 1.379 -0.756 0.1 -0.1 0.1
O 3.074 0.473 -0.122 -0.2 0.2 -0.1
N 3.028 2.175 -1.605 0.0 0.1 0.0
C 1.615 2.033 -1.935 0.0 0.0 0.1
C 0.703 2.735 -0.956 0.0 0.0 0.0
C 0.337 4.058 -1.135 -0.1 0.0 0.0
C -0.502 4.662 -0.210 0.0 0.0 0.0
C -0.968 3.915 0.861 0.0 0.0 0.0
C -0.558 2.602 0.977 -0.1 -0.1 0.0
N 0.263 2.016 0.092 0.4 0.1 0.4
H 5.542 0.829 0.087 0.0 0.0 0.0
H 5.339 2.568 -0.175 0.0 0.0 0.0
H 5.649 1.511 -1.551 0.0 0.0 0.0
H 3.560 2.904 -2.057 0.0 0.0 0.0
H 1.372 0.969 -1.951 0.0 0.0 -0.1
H 1.465 2.429 -2.937 0.0 0.0 0.0
H 0.700 4.608 -1.993 0.0 0.0 0.0
H -0.792 5.698 -0.327 0.0 0.0 0.0
H -1.629 4.344 1.600 0.0 0.0 0.0
H -0.892 1.982 1.799 0.0 0.0 0.0
C -5.949 -1.674 -1.065 0.0 0.0 0.0
N -4.731 -2.380 -1.696 0.0 0.0 0.0
C -4.399 -1.659 -3.013 0.0 0.0 0.0
N -4.184 -0.275 -2.789 0.0 0.0 0.0
C -5.365 0.333 -2.174 0.0 0.0 0.0
N -5.687 -0.292 -0.894 0.0 0.0 0.0
C -4.686 -0.015 0.134 0.1 0.0 0.0
P -2.985 -0.661 -0.296 -0.1 0.0 -0.1
C -3.557 -2.378 -0.762 0.1 0.0 0.1
C -2.960 0.006 -2.038 0.0 0.0 0.1
H -6.149 -2.171 -0.116 0.0 0.0 0.0
H -6.779 -1.835 -1.753 0.0 0.0 0.0
H -4.989 -3.346 -1.909 0.0 0.0 0.0
H -5.254 -1.820 -3.670 0.0 0.0 0.0
H -3.515 -2.144 -3.427 0.0 0.0 0.0
H -6.214 0.222 -2.850 0.0 0.0 0.0
H -5.183 1.395 -2.020 0.0 0.0 0.0
H -5.007 -0.449 1.083 0.0 0.0 0.0
H -4.624 1.064 0.284 0.0 0.0 0.0
H -3.842 -2.923 0.138 0.0 0.0 0.0
H -2.738 -2.919 -1.239 0.0 0.0 0.0
H -2.100 -0.410 -2.567 0.0 0.0 0.0
H -2.820 1.088 -1.990 0.0 0.0 0.0
C -0.473 -2.122 2.832 0.0 0.0 0.0
C 0.160 -0.850 3.264 0.0 0.0 0.0
N 0.807 0.038 2.516 -0.2 0.1 -0.1
C 1.232 1.057 3.364 0.1 0.0 0.0
C 0.843 0.770 4.625 0.0 0.0 0.0
N 0.170 -0.427 4.538 0.0 0.0 0.1
H -0.360 -2.251 1.759 0.0 0.0 0.0
H -1.535 -2.122 3.082 0.0 0.0 0.0
H -0.011 -2.971 3.337 0.0 0.0 0.0
H 1.803 1.899 3.012 0.0 0.0 0.0
H 0.987 1.289 5.556 0.0 0.0 0.0
H -0.225 -0.932 5.317 0.0 0.0 0.0
C 3.131 -3.009 1.025 0.0 0.0 0.0
N 3.142 -2.862 -0.426 0.0 0.1 0.0
C 4.155 -3.326 -1.250 0.0 0.0 0.0
C 3.794 -3.062 -2.521 0.0 0.0 0.0
N 2.570 -2.429 -2.449 0.0 0.0 0.0
C 2.174 -2.311 -1.171 0.0 0.0 0.0
S 0.661 -1.647 -0.658 0.1 0.0 0.1
H 4.158 -3.067 1.375 0.0 0.0 0.0
H 2.602 -3.919 1.304 0.0 0.0 0.0
H 2.647 -2.149 1.476 0.0 0.0 0.0
H 5.030 -3.816 -0.862 0.0 0.0 0.0
H 4.291 -3.270 -3.451 0.0 0.0 0.0
H 2.010 -2.139 -3.235 0.0 0.0 0.0

---

(2)
68
Properties=species:S:1:pos:R:3:forces:R:3 method="wB97M-V/def2-TZVPD" e_tot_ha=-3443.13354 e_homo_ev=-4.35 charge=-1 lumo_energy_ev=2.0 orbital_gap_ha=0.23246
K -2.318 -1.241 1.810 0.0 -0.1 0.0
I -0.789 -4.100 -4.238 -0.4 0.0 0.3
C -2.287 -3.787 -2.775 -0.4 0.5 -0.6
C -2.121 -4.259 -1.502 -1.9 1.2 1.1
C -2.993 -3.863 -0.463 -0.2 1.1 -0.3
C -4.021 -2.924 -0.685 0.7 -1.5 -0.9
C -4.254 -2.614 -2.018 0.7 -0.3 -0.5
C -3.418 -3.015 -3.056 0.3 0.5 0.4
C -5.002 -2.413 0.342 -3.1 0.2 -2.7
O -4.631 -2.337 1.512 0.4 0.1 1.5
O -6.146 -2.091 -0.184 2.4 -0.4 1.7
H -1.364 -4.891 -1.233 2.0 -1.5 0.4
H -2.859 -4.208 0.553 0.2 -0.2 0.0
H -5.120 -2.051 -2.245 -0.7 0.6 -0.1
H -3.617 -2.592 -4.029 0.1 -0.3 -0.2
N -7.054 5.079 -0.114 -0.6 0.9 -0.5
C -6.318 4.258 0.175 0.6 -1.3 0.9
C -5.487 3.157 0.642 -1.4 -0.5 -0.9
C -5.943 1.833 0.515 3.3 0.2 0.5
C -4.945 0.864 0.836 -1.3 -0.7 0.9
N -3.731 1.129 1.346 -0.7 0.5 -0.4
C -3.378 2.424 1.494 0.4 -1.8 0.3
C -4.235 3.425 1.147 0.6 1.2 0.2
H -6.870 1.525 0.119 -0.9 -0.1 -0.3
H -5.243 -0.218 0.842 0.3 1.2 -0.3
H -2.362 2.552 1.905 -0.7 0.4 -0.3
H -3.899 4.441 1.277 -0.1 0.2 -0.1
C 4.169 -2.349 0.156 0.3 0.6 -1.4
Si 2.462 -1.735 0.672 0.1 -0.3 0.2
C 1.266 -2.729 -0.377 -1.1 -0.8 1.4
C 2.137 -2.262 2.458 -1.3 0.2 -0.4
Si 2.170 0.563 0.490 0.2 -0.3 0.2
Te -0.058 1.091 1.337 -0.1 0.0 0.2
Si 3.636 1.799 1.811 -0.3 0.0 -0.7
C 3.237 1.549 3.592 0.9 0.2 0.8
C 3.243 3.594 1.346 0.1 -0.1 0.3
C 5.451 1.348 1.538 0.2 0.0 -1.6
Si 1.940 1.132 -1.720 0.3 1.5 -0.4
C 1.086 2.836 -1.899 0.9 0.3 0.3
C 3.571 1.394 -2.666 -0.4 0.8 0.7
C 0.783 -0.045 -2.556 0.1 -1.5 1.4
H 4.278 -3.426 0.294 0.0 0.0 0.1
H 4.989 -1.822 0.671 -0.2 -0.2 -0.2
H 4.266 -2.147 -0.967 0.0 -0.2 1.4
H 1.330 -3.795 -0.089 0.3 0.2 -0.1
H 1.369 -2.694 -1.427 0.3 0.2 -1.2
H 0.204 -2.506 -0.166 0.4 0.3 -0.1
H 1.942 -3.326 2.523 -0.1 -0.4 -0.1
H 1.228 -1.742 2.830 0.5 -0.2 -0.1
H 2.940 -2.071 3.126 0.8 0.4 0.6
H 2.212 1.404 3.900 -0.3 0.0 -0.2
H 3.624 2.468 4.091 -0.1 -0.7 0.0
H 3.845 0.674 3.895 -0.3 0.4 0.2
H 2.132 3.566 1.205 0.8 0.5 0.4
H 3.682 3.849 0.385 0.1 0.0 -0.3
H 3.639 4.337 2.087 -0.8 -0.5 -0.5
H 5.725 0.268 1.556 -0.3 0.7 0.3
H 6.141 1.940 2.138 0.1 -0.1 0.1
H 5.621 1.649 0.462 0.0 -0.2 0.9
H 1.827 3.665 -1.706 -0.7 -0.7 -0.3
H 0.237 2.995 -1.229 0.0 -0.2 -0.2
H 0.759 2.850 -2.951 0.0 0.3 0.3
H 4.247 2.097 -2.152 -0.1 -0.4 0.1
H 3.479 1.795 -3.648 -0.6 0.6 -0.9
H 4.053 0.481 -2.856 1.0 -1.4 0.2
H 0.035 -0.355 -1.761 0.8 0.0 -1.0
H 1.261 -0.890 -3.078 -0.2 0.0 0.5
H 0.246 0.467 -3.287 -1.0 1.0 -1.3

---

(3)
61
Properties=species:S:1:pos:R:3:forces:R:3 method="wB97M-V/def2-TZVPD" e_tot_ha=-1413.62653 e_homo_ev="-13.10 / -13.13" e_above_lowest_ev=0.619 multiplicity=6 charge=+2 lumo_energy_ev="-5.1 / -9.1" orbital_gap_ha="0.29315 / 0.14889"
C -3.188 -0.114 -3.582 0.0 0.2 0.5
C -2.720 -1.316 -3.070 0.3 -0.1 0.4
C -1.718 -1.380 -2.073 -0.9 0.1 -1.6
C -1.394 -0.148 -1.455 0.3 -0.7 0.2
C -1.648 1.063 -2.145 -1.1 0.7 -1.8
C -2.594 1.090 -3.172 0.8 0.1 0.7
C -1.170 -2.765 -1.921 0.8 -1.1 0.0
C 0.172 -3.225 -1.294 0.0 -0.6 0.4
N 1.529 -2.913 -1.806 -0.7 1.4 0.9
Ir -0.888 0.290 0.464 0.5 -1.9 0.5
C -0.862 2.292 -1.785 0.7 0.5 0.9
P 0.471 1.702 -0.609 0.8 2.2 -1.8
H -3.094 -2.253 -3.481 0.1 0.2 0.0
H -2.820 2.034 -3.663 -0.1 -0.2 0.1
H -3.983 -0.102 -4.317 0.1 -0.1 -0.1
H -1.458 3.052 -1.251 0.1 -0.2 -0.4
H -0.349 2.760 -2.644 -0.5 -0.2 0.2
H -1.916 -3.336 -1.346 0.1 0.0 -0.2
H -1.176 -3.215 -2.925 -0.3 0.2 0.2
H 0.098 -3.019 -0.213 0.3 0.2 -0.3
C 0.951 3.062 0.459 0.2 0.3 -0.1
C 1.859 1.502 -1.814 0.2 -0.3 0.5
H 0.148 -4.326 -1.356 -0.6 0.2 0.1
C 1.649 -2.003 -2.944 0.1 -0.1 -0.4
C 2.397 -2.542 -0.676 0.5 -0.4 0.2
H -2.371 0.877 1.198 -1.1 -0.3 -0.3
H 2.006 -2.534 -3.846 -0.3 0.2 0.3
H 0.688 -1.514 -3.189 0.3 -0.1 0.0
H 2.401 -1.220 -2.745 -0.3 -0.3 0.0
H 3.304 -3.175 -0.649 -0.3 0.4 -0.1
H 2.723 -1.483 -0.701 -0.2 -0.3 -0.1
H 1.868 -2.702 0.280 0.3 0.1 -0.3
H 2.272 2.500 -2.053 -0.4 -0.4 0.1
H 2.663 0.903 -1.372 -0.1 0.1 -0.1
H 1.514 1.009 -2.731 0.0 0.1 0.3
H 1.348 3.905 -0.117 -0.1 -0.1 0.2
H 0.077 3.364 1.044 0.2 0.1 0.0
H 1.730 2.687 1.131 -0.1 0.2 0.0
H -1.818 1.422 1.443 0.4 1.2 0.4
C -3.266 -3.682 3.254 -0.6 -1.0 -0.1
N -3.146 -2.597 2.332 0.7 0.5 1.0
C -3.978 -1.457 2.540 -1.1 0.4 -0.2
C -1.939 -2.479 1.563 -0.2 -0.9 -1.3
C -0.767 -2.011 2.357 1.0 -0.2 1.3
C -0.206 -2.803 3.365 -0.3 0.2 -0.3
C 0.873 -2.323 4.093 0.1 0.0 0.0
C 1.445 -1.086 3.794 -0.1 0.6 -0.2
C 0.902 -0.278 2.775 0.0 -0.9 0.5
C -0.205 -0.768 2.078 -0.3 -0.1 -0.4
H -4.336 -3.830 3.445 0.3 -0.1 0.1
H -2.764 -3.476 4.217 -0.1 0.2 -0.3
H -2.834 -4.593 2.813 -0.1 0.3 0.2
H -3.517 -0.712 3.215 0.1 -0.4 -0.2
H -4.202 -0.965 1.581 0.2 -0.1 0.3
H -4.913 -1.806 2.994 0.2 0.3 -0.1
H -1.719 -3.486 1.177 -0.1 0.2 -0.1
H -2.102 -1.761 0.732 -0.1 -0.6 0.4
H -0.611 -3.790 3.568 0.2 0.1 0.1
H 1.263 -2.923 4.912 0.1 0.1 -0.2
H 2.304 -0.757 4.372 -0.1 0.1 -0.1
H 1.277 0.705 2.493 0.3 -0.3 0.4